{
  "formula": "C9H6CoN2O4",
  "method": "ωB97M-V/def2-TZVPD",
  "species": ["O", "C", "Co", "O", "C", "C", "O", "C", "O", "N", "C", "C", "C", "C", "C", "N", "H", "H", "H", "H", "H", "H"],
  "xyz": [[0.74690, 2.41911, -1.53185], [0.45703, 1.48048, -0.93726], [0.00000, 0.00000, 0.00000], [3.99101, -0.29918, 1.39555], [2.91017, -0.21093, 1.00782], [-0.48024, -0.82364, -1.53644], [-0.78602, -1.34797, -2.51516], [-0.45705, -1.48069, 0.93712], [-0.74679, -2.41943, 1.53158], [-0.82427, 2.50067, 1.60003], [-1.95185, 1.85586, 1.03644], [-3.22852, 2.39778, 1.25099], [-4.34946, 1.75592, 0.73351], [-4.19410, 0.57896, 0.01262], [-2.91417, 0.06692, -0.19479], [-1.80304, 0.70730, 0.29940], [0.11531, 2.08895, 1.52922], [-0.93523, 3.37267, 2.13837], [-3.35331, 3.30735, 1.82426], [-5.33857, 2.16408, 0.89922], [-5.05864, 0.06261, -0.38434], [-2.83150, -0.85423, -0.75189]],
  "max_force_ev_per_a": 6.1,
  "e_above_lowest_ev": 0.6260,
  "s2": 3.807,
  "molar_mass_da": 265.090,
  "charge": 2,
  "homo_energy_ev": [-16.75, -18.21],
  "orbital_gap_ev": [8.434, 6.199],
  "multiplicity": 4
}